The following is a DFT calculation (ωB97M-V/def2-TZVPD) of 9 unconnected molecules or ions with the total composition C5H30N2O9.

Values from the calculation:
Total energy   -27076.6016 eV
HOMO   -9.1 eV
Relative energy (zero: lowest compared OMol25 entry of this formula, charge and spin)   100.7 kcal/mol
Kohn-Sham gap   9.326 eV

```
46
C5H30N2O9 | OMol25 | ωB97M-V/def2-TZVPD
C -1.38 2.88 2.00
C -1.54 1.42 2.38
O -0.29 0.70 2.15
C -2.48 0.69 1.50
C -2.49 -0.89 1.62
N -1.46 -1.45 0.64
C -1.43 -2.92 0.64
N -0.76 -3.38 -0.55
H -2.09 3.26 1.31
H -1.49 3.64 2.85
H -0.52 3.22 1.55
H -1.66 1.29 3.50
H 0.46 0.88 2.65
H -3.43 1.02 1.66
H -1.90 0.84 0.48
H -3.46 -1.28 1.15
H -2.44 -1.23 2.75
H -0.43 -1.11 0.92
H -0.86 -3.26 1.62
H -2.45 -3.29 0.60
H -1.28 -3.13 -1.36
H 0.25 -3.36 -0.75
O 2.60 -1.19 -3.50
H 2.51 -0.25 -3.14
H 1.81 -1.30 -3.73
O 1.08 1.71 -3.11
H 0.57 2.45 -3.48
H 0.93 1.82 -2.11
O 2.78 0.27 3.17
H 2.14 0.44 3.81
H 3.17 1.20 3.03
O 0.54 0.52 -0.59
H 0.25 0.94 0.19
H 0.07 -0.21 -0.86
O -2.02 -0.29 -1.79
H -1.64 -0.88 -2.44
H -1.81 -0.71 -0.91
O 3.79 1.25 0.25
H 3.35 0.44 -0.12
H 3.70 1.99 -0.30
O -1.44 2.75 -2.08
H -1.06 3.23 -1.44
H -1.96 1.96 -1.86
O 2.37 -2.78 -1.04
H 2.96 -3.42 -0.91
H 2.50 -2.25 -1.86
```